No. 1
A 2-piece molecular cluster, C6H4Cl2O overall at a distorted geometry. Source: OMol25; level of theory: the ωB97M-V functional and the def2-TZVPD basis.

As for the structure (SMILES): Clc1ccc(Cl)o1.C#C.

The geometry in XYZ format:
```
13
Properties=species:S:1:pos:R:3:forces:R:3:mulliken_charge:R:1
Cl 0.64144 -2.12217 2.37626 0.2586 -0.2112 0.3000 -0.19
C 0.45520 -0.59858 1.66376 1.1491 -0.8720 -1.4746 0.00
C 1.00316 -0.05871 0.54621 -0.6598 1.2592 0.8330 -0.40
C 0.28106 1.14466 0.28125 -1.2449 -1.2779 1.7553 -0.35
C -0.69890 1.15149 1.23110 0.4388 0.8917 -0.9329 0.32
Cl -1.96836 2.27907 1.42414 0.0854 -0.3611 0.3235 -0.19
O -0.58306 0.10174 2.07370 -1.5368 1.1326 0.6261 -0.28
H 1.80492 -0.27007 -0.07201 1.4316 -1.2484 -0.5801 0.55
H 0.35658 1.75528 -0.56972 0.1563 0.8023 -0.5788 0.49
C -0.05523 -0.38566 -2.54151 -1.0698 -1.9772 1.2397 -0.34
C -0.54623 -1.28368 -1.93028 -0.4247 -1.1135 -0.5986 -0.47
H 0.31770 0.49510 -2.81512 1.3556 2.8323 -1.2862 0.46
H -1.00829 -2.20847 -1.66777 0.0604 0.1434 0.3734 0.38
```
Positions in Å, forces in eV/Å.

---

No. 2
C10H30Ba2NO8 as an isolated structure at a distorted geometry. Source: OMol25; level of theory: the ωB97M-V functional and the def2-TZVPD basis.

Its total charge is +3.

The geometry in XYZ format:
```
51
Properties=species:S:1:pos:R:3:forces:R:3:mulliken_charge:R:1
Ba -3.19680 -0.77231 -1.96313 2.0189 0.1248 -0.3242 1.88
Ba -3.11964 -2.78972 3.89524 1.0647 0.6161 -0.2230 1.88
N -1.24884 -0.61871 1.25853 1.4338 1.5738 -1.9022 0.74
O -0.87694 0.55186 1.25052 -0.6629 -0.8159 0.8843 -0.57
O -1.41416 -1.16588 0.11499 -1.2979 -0.6750 1.0098 -0.65
O -1.33898 -1.27659 2.32873 -1.2647 -0.7805 0.3993 -0.59
C -0.81870 3.68123 -1.49632 0.4433 0.3136 0.1416 -1.09
C -2.12127 2.92520 -1.45129 0.3942 0.3706 -1.0523 -0.26
O -1.78658 1.49226 -1.39811 -1.3440 0.0301 0.9709 -0.17
H -0.24823 3.53272 -2.41276 -0.2211 -0.1757 -0.0849 0.27
H -0.18209 3.34853 -0.67212 -0.0106 0.0851 0.0890 0.30
H -0.94525 4.75741 -1.37609 -0.2096 -0.0457 0.0285 0.39
H -2.69738 3.05444 -2.36895 -0.0018 0.0636 0.0526 0.32
H -2.73216 3.26505 -0.61272 -0.0123 -0.4521 0.1347 0.32
H -1.42686 1.41510 -0.49509 0.4177 -0.5604 -0.2739 0.11
C 0.77422 0.07337 -2.51719 -0.8984 -1.2547 1.0315 -0.34
C 1.79394 -0.15436 -3.58844 -0.0978 -0.0797 -0.5452 -0.38
O 1.32747 -1.18591 -4.46482 -0.9954 -0.2781 0.1388 -0.55
H 0.91591 0.97591 -1.92980 0.1612 0.0767 -0.1732 0.38
H 0.73190 -0.78501 -1.83771 0.5027 0.1772 0.2780 0.13
H -0.26671 0.02798 -2.87070 0.3136 0.6808 -0.6131 -0.10
H 2.71983 -0.55141 -3.17134 0.2377 0.8167 0.1424 0.31
H 1.86691 0.78817 -4.13627 0.6806 -0.1747 -0.1186 0.32
H 1.97293 -1.38342 -5.14899 0.1071 0.0991 0.0159 0.31
C 2.52092 -0.29492 2.71071 -0.0720 -1.0717 1.1726 -0.57
C 3.36415 -1.49718 2.25784 -0.2037 0.9590 -0.3179 -0.38
O 3.90874 -1.30047 0.95525 -0.1447 -0.0221 0.2045 -0.51
H 3.12928 0.60650 2.72399 -0.3351 0.2386 -0.3902 0.39
H 2.26142 -0.47581 3.76257 0.2048 0.0590 0.1119 0.31
H 1.53134 -0.22268 2.25941 0.3254 0.3861 -0.6938 -0.15
H 2.76207 -2.40260 2.19990 0.0974 -0.0975 0.1055 0.27
H 4.16432 -1.60728 2.99161 0.0207 -0.3561 -0.0175 0.32
H 4.54830 -0.58365 1.03220 0.0593 -0.0776 -0.1844 0.31
C -1.42090 2.06913 4.74472 0.6930 -0.2603 -0.3595 -0.74
C -1.29184 3.39237 3.95659 -0.9568 -1.6074 0.3008 -0.25
O -0.23739 3.37330 3.01117 0.0653 0.5129 0.7921 -0.47
H -2.28962 2.09576 5.40272 -0.0607 0.0095 -0.0315 0.38
H -0.52523 1.95172 5.35748 -0.0598 -0.0728 0.0980 0.30
H -1.45267 1.17509 4.08798 -0.1835 0.3251 0.0566 0.01
H -1.19323 4.10043 4.77541 0.4131 0.7854 -0.7545 0.34
H -2.23235 3.51650 3.41171 -0.1293 0.5507 0.2145 0.22
H -0.38592 2.57940 2.50406 0.1947 -0.3657 -0.3248 0.24
C -0.91653 -4.79559 -2.58991 0.5695 -1.7355 -1.0317 -1.23
C -0.17838 -3.55334 -2.16913 -0.8105 -1.1043 -0.5273 0.03
O -0.83350 -2.47125 -2.87033 -0.5063 0.7819 0.5534 -0.41
H -0.56685 -5.73093 -2.13769 -0.2027 0.3654 0.8284 0.40
H -0.66478 -5.09238 -3.61461 -0.2269 0.6941 -0.2633 0.33
H -2.00502 -4.73586 -2.55280 0.0182 0.1246 0.3155 0.25
H 0.86580 -3.66193 -2.45582 0.0504 0.4536 0.0858 0.29
H -0.26820 -3.48052 -1.08401 0.1146 0.8074 -0.0570 0.16
H -0.27642 -2.15978 -3.60718 0.3068 -0.0181 0.1073 0.16
```
Positions in Å, forces in eV/Å.

---

No. 3
C15H14Cl3N3O2 as an isolated structure at a distorted geometry. Source: OMol25; level of theory: the ωB97M-V functional and the def2-TZVPD basis.

The geometry in XYZ format:
```
37
Properties=species:S:1:pos:R:3:forces:R:3:mulliken_charge:R:1
C -2.89096 3.14072 4.10409 -6.5475 5.7630 0.3581 -0.75
H -3.54877 3.50793 3.22729 0.3916 -0.8715 0.4213 0.30
O -2.34952 2.00786 3.93202 6.8071 -5.3797 -3.8835 -0.31
C -1.26929 1.96022 2.87037 0.2079 0.2261 -1.5239 0.62
C -0.87839 3.13937 1.89316 4.8925 -13.5695 1.6334 -1.27
C 0.13540 2.73217 0.99826 0.0761 2.8602 0.0346 -0.42
C 0.90752 1.46121 0.93012 -3.5718 6.0973 -1.9475 0.33
C 0.31935 0.54565 1.65157 2.3244 -7.8362 1.5394 0.51
C -0.62234 0.69506 2.61581 -3.2090 2.9591 4.0686 -0.99
H -0.82273 -0.06350 3.42303 0.1157 0.4576 -1.4462 0.30
H 0.73948 -0.62515 1.64701 -0.9414 3.0505 -0.4293 0.12
N 1.62894 1.37804 -0.24481 -0.4996 0.6085 4.5360 0.15
C 2.30522 0.36422 -0.57979 0.5728 -11.6118 3.4266 -1.45
N 1.20200 -0.70507 -1.21456 4.2999 12.2550 -4.6929 -0.07
C 0.88287 -1.80971 -0.92142 6.1959 -7.1189 12.0529 0.71
O 1.47925 -2.47124 0.22184 -2.4125 3.1077 -4.3858 -0.74
C 0.06636 -2.49682 -1.62679 -9.4209 -10.2316 -6.8431 0.30
C 0.01678 -2.50513 -3.05208 -5.5503 -1.5040 1.3842 -0.62
C -1.18374 -3.14591 -3.77492 4.2610 0.6603 -2.6341 -0.40
C -1.90437 -4.08023 -3.04862 -0.7288 1.7822 -13.7441 -0.15
N -1.93704 -4.05430 -1.88503 1.5404 -1.9847 15.4160 -0.38
C -0.97590 -3.63262 -1.08769 1.4089 5.1681 -0.6244 -0.40
H -1.09790 -3.64795 -0.00077 0.0631 -0.3199 -0.3916 0.38
H -2.62717 -4.70500 -3.55264 -0.3156 -0.1623 -0.5876 0.36
H -1.29482 -3.07868 -5.05409 0.5193 -0.1488 4.1675 0.20
H 0.60475 -1.83354 -3.54318 1.6880 1.5566 -1.6806 0.55
H 0.97346 -0.12353 -2.05537 -0.9246 -1.7206 0.6767 0.44
H 2.36898 -0.48371 0.33931 0.9099 2.4610 -1.5642 0.60
C 3.56320 0.32951 -1.39185 -2.3769 2.8374 -0.5993 0.92
Cl 3.02324 1.31351 -2.80214 -0.3585 0.4197 -1.9219 -0.20
Cl 4.03951 -1.16507 -1.94230 1.0462 -1.6926 0.0599 -0.06
Cl 4.64256 1.43542 -0.64227 1.8218 -0.0788 1.2014 -0.13
H 1.58738 2.10556 -0.79079 -0.2957 4.9303 -3.5575 0.05
H 0.35831 3.62896 0.29917 0.1708 -1.8257 0.7565 0.13
H -1.37354 3.90325 2.01180 -4.4866 8.2749 0.3560 0.79
H -3.74548 2.86979 4.89123 1.9770 1.6543 -0.9345 0.24
H -2.32259 4.10871 4.15503 0.3494 -1.0733 1.3029 0.31
```
Positions in Å, forces in eV/Å.

---

No. 4
An isolated ion of composition C5H10ClN4O2S and charge +1 at a distorted geometry. Source: OMol25; level of theory: the ωB97M-V functional and the def2-TZVPD basis.

As for the structure (SMILES): CS(=O)(=O)/C(Cl)=C\N=C(\N)NC=[NH2+]. Its total charge is +1.

The geometry in XYZ format:
```
23
Properties=species:S:1:pos:R:3:forces:R:3:mulliken_charge:R:1
C -2.30107 0.79341 -1.99736 -2.4590 -5.4002 2.5482 -1.05
S -1.16530 0.48993 -0.66049 2.1739 -0.7828 1.4366 1.19
O 0.15599 0.12478 -1.23066 -2.3187 0.9160 -0.5372 -0.73
O -1.17251 1.55548 0.35303 -0.5596 -0.4837 -2.1038 -0.62
C -1.65600 -0.94086 0.41428 -0.4925 -0.5099 -0.6535 0.25
Cl -3.17449 -0.55209 1.21522 0.6629 -0.4582 -0.2841 -0.13
C -1.00607 -2.14378 0.57048 0.5263 2.4196 -1.9244 -0.44
N 0.17965 -2.46316 -0.15211 -2.0364 -0.0929 1.2742 -0.66
C 1.18693 -1.69110 -0.11355 0.0976 -1.4012 -0.0040 0.80
N 2.26229 -1.99420 -0.83952 0.3820 -0.2454 -1.5130 -0.38
N 1.28981 -0.70365 0.92168 1.7208 0.0826 -2.5138 -0.30
C 1.33687 0.59154 0.79014 1.2429 2.3280 -1.5710 0.10
N 1.00796 1.36959 1.78102 0.1199 -0.5466 0.9710 -0.30
H -2.06074 1.59492 -2.51749 1.7225 3.8338 -2.2803 0.47
H -2.39906 -0.14700 -2.70781 0.1155 1.8736 1.7969 0.30
H -3.20087 1.04909 -1.38517 0.1287 -0.5220 -0.9598 0.39
H -1.46453 -2.86988 1.21324 0.0453 -0.4482 0.1911 0.43
H 2.18313 -2.61114 -1.67540 -0.2129 0.7648 1.3199 0.30
H 3.12822 -1.52040 -0.73945 0.4641 0.4253 0.1713 0.22
H 0.96393 -1.08047 1.72945 -1.1696 -1.0364 3.1193 0.24
H 1.68161 1.06250 -0.19106 -0.4441 -0.8696 1.7711 0.40
H 0.76861 2.34832 1.74433 0.3942 0.0329 -0.6342 0.30
H 0.58237 0.90117 2.56398 -0.1040 0.1206 0.3795 0.22
```
Positions in Å, forces in eV/Å.

---

No. 5
An isolated ion of composition CH3N4Si and charge -1 at a distorted geometry. Source: OMol25; level of theory: the ωB97M-V functional and the def2-TZVPD basis.

Its total charge is -1.

The geometry in XYZ format:
```
9
Properties=species:S:1:pos:R:3:forces:R:3:mulliken_charge:R:1
C 1.64953 -2.10655 0.24345 -0.0812 1.4967 0.1325 -0.42
N 0.08165 1.28655 -0.07370 -0.6753 -0.9698 -0.5339 -0.13
N 1.71165 -0.92449 0.19159 -1.5880 -3.0619 0.0488 0.43
N 1.33343 1.29917 -0.18721 0.1404 -0.3442 0.4365 -0.22
N 2.13403 0.29362 -0.01119 2.0762 2.1523 -0.5437 -0.46
Si -1.30252 0.21774 -0.05914 0.7841 -1.3013 1.0565 0.23
H -1.68652 -1.34108 0.35636 0.7852 1.5954 -0.2640 -0.12
H -1.93380 0.22832 -1.35069 -0.3277 0.2322 -0.9381 -0.15
H -1.98745 1.04671 0.89055 -1.1137 0.2006 0.6054 -0.15
```
Positions in Å, forces in eV/Å.

---

| no. | calculated total energy (Eh) |
| --- | --- |
| 1 | -1226.526315 |
| 2 | -1105.600722 |
| 3 | -2274.850977 |
| 4 | -1424.087203 |
| 5 | -548.312259 |